The following is a quantum chemistry calculation of 2 unconnected molecules or ions with the total composition C3H12NO, from OMol25.

* LUMO: -3.282 eV
* energy: -6837.1938 eV
* charge: +1
* energy relative to the best compared isomer or geometry (same formula, charge and spin): 0.221 eV

Geometry (Å):
C: -0.46453 -0.15843 0.17419
C: -0.14109 -1.06975 -1.00322
C: 0.39605 -2.40943 -0.49662
N: -0.71274 1.26262 -0.25149
H: -1.36960 -0.50289 0.66035
H: 0.33472 -0.16385 0.90395
H: 0.66497 -0.62059 -1.58225
H: -0.97376 -1.16810 -1.69963
H: -0.24089 -2.87052 0.25262
H: 0.47997 -3.14802 -1.28733
H: 1.37839 -2.27148 -0.07703
H: -0.38359 1.43848 -1.19813
H: -1.71451 1.43384 -0.26780
H: -0.24740 1.93339 0.41050
H: 1.37769 2.09864 2.03510
H: 0.78099 3.53971 1.93959
O: 0.83534 2.67637 1.48722